1.
64
Properties=species:S:1:pos:R:3:forces:R:3:nbo_charge:R:1 method="wB97M-V/def2-TZVPD" e_tot_ev=-60688.9554 e_homo_ev="-11.085 / -13.250" total_charge=+2 spin_multiplicity=5 largest_force_ev_per_a=0.72 relative_energy_kj_mol=12.1 gap_ev="5.389 / 4.832"
Ir 1.340305 1.878841 -0.685069 -0.2 0.2 0.3 1.28
C -5.079081 -10.138677 -0.241041 -0.2 -0.2 0.3 -0.27
O -4.210537 -9.568131 -1.227050 0.1 0.0 -0.1 -0.40
C -3.698483 -8.377731 -1.059582 0.1 0.1 0.0 0.44
C -3.943230 -7.560170 0.068853 -0.1 0.1 0.2 -0.29
C -3.359134 -6.329365 0.148042 0.0 -0.1 0.0 -0.13
C -2.510647 -5.858874 -0.883605 0.1 0.3 0.1 -0.01
C -2.273156 -6.689787 -2.010735 0.0 -0.1 -0.1 -0.13
C -2.851749 -7.915914 -2.097668 0.1 0.0 -0.1 -0.24
C -1.889619 -4.587933 -0.831708 -0.3 -0.3 0.2 0.37
N -1.071246 -4.110460 -1.778686 0.2 0.2 -0.2 -0.39
C -0.696899 -2.899439 -1.371899 -0.3 -0.2 0.2 0.18
C -1.293771 -2.587571 -0.124440 0.1 0.0 -0.2 0.22
N -2.039277 -3.669460 0.192283 0.1 0.0 -0.1 -0.50
C -1.084685 -1.358443 0.565709 0.0 0.2 0.2 -0.09
C -1.650617 -1.004690 1.780635 0.0 -0.2 -0.1 -0.16
C -1.347432 0.263631 2.328699 0.2 0.3 -0.2 -0.28
C -0.508264 1.100308 1.659307 -0.3 0.1 0.6 0.08
N 0.079362 0.788876 0.463492 0.2 -0.1 -0.4 -0.63
C -0.215203 -0.452826 -0.097414 -0.1 -0.1 0.0 0.15
C 0.384518 -0.745249 -1.338833 0.0 0.0 -0.1 0.22
N 1.196547 0.225181 -1.871145 -0.2 -0.5 -0.1 -0.53
C 1.784962 -0.012030 -3.053927 0.1 0.2 -0.1 0.10
C 1.615507 -1.181517 -3.760266 -0.1 -0.2 0.0 -0.27
C 0.794649 -2.183191 -3.240516 0.0 0.1 0.1 -0.07
C 0.175378 -1.964791 -2.025608 0.2 0.1 -0.2 -0.12
H -5.353068 -11.115835 -0.621565 0.0 0.0 0.0 0.23
H -5.976733 -9.533499 -0.111916 0.0 0.0 -0.1 0.20
H -4.566541 -10.250571 0.714717 0.1 0.0 -0.1 0.20
H -4.587408 -7.902933 0.865479 0.0 0.0 0.0 0.25
H -3.558292 -5.719835 1.019581 0.0 0.0 0.0 0.21
H -1.624250 -6.321990 -2.792786 0.0 0.0 0.0 0.26
H -2.684670 -8.562903 -2.947902 0.0 0.0 0.0 0.26
H -2.601983 -3.781526 1.018439 0.0 0.0 0.0 0.44
H -2.316189 -1.678472 2.302852 0.0 0.0 0.0 0.22
H -1.773559 0.578422 3.268547 0.0 0.0 0.0 0.25
H -0.277542 2.072912 2.070955 0.0 0.0 -0.1 0.21
H 2.416570 0.774715 -3.440899 0.0 0.0 0.0 0.23
H 2.120288 -1.307274 -4.706079 0.0 0.0 0.0 0.26
H 0.633457 -3.116519 -3.762711 0.0 0.0 0.0 0.25
O 4.050187 3.902862 -3.265577 -0.1 -0.1 0.1 -0.41
C 3.312785 3.357391 -2.556754 0.1 0.0 -0.1 0.86
N 2.540001 2.794289 -1.817672 0.1 0.1 0.0 -0.76
S 1.448091 7.169525 3.296010 0.0 0.0 0.0 0.30
C 1.402565 5.736020 2.238490 0.0 0.0 0.0 -0.07
C 0.583269 5.702089 1.112152 0.1 -0.1 0.1 -0.23
C 0.563449 4.570244 0.328545 -0.1 0.0 -0.2 0.06
N 1.306620 3.484570 0.608191 0.0 0.1 0.1 -0.48
C 2.091864 3.512647 1.699721 0.1 -0.2 0.0 0.06
C 2.165110 4.607243 2.531526 -0.1 0.1 -0.1 -0.23
C 2.752357 8.057252 2.432542 -0.2 -0.1 0.1 -0.15
C 2.431035 8.951428 1.425210 0.1 0.1 -0.1 -0.26
C 3.478144 9.624635 0.801304 -0.2 -0.2 0.2 0.05
N 4.743435 9.437349 1.142098 0.5 0.3 -0.3 -0.38
C 5.045313 8.593343 2.116030 -0.3 -0.2 0.1 0.05
C 4.073646 7.870351 2.802957 0.2 0.0 0.0 -0.26
H -0.036472 6.548441 0.853178 0.0 0.0 0.0 0.26
H -0.062503 4.516711 -0.552679 0.0 0.0 0.0 0.23
H 2.675244 2.622863 1.900677 0.0 0.0 0.0 0.23
H 2.805845 4.582869 3.401158 0.0 0.0 0.0 0.26
H 1.404029 9.134866 1.139472 0.0 0.0 0.0 0.23
H 3.287628 10.338294 0.008428 0.0 0.0 0.0 0.21
H 6.095197 8.490599 2.364073 0.0 0.0 0.0 0.21
H 4.344887 7.198835 3.606380 0.0 0.0 0.0 0.23



2.
63
Properties=species:S:1:pos:R:3:forces:R:3:nbo_charge:R:1 method="wB97M-V/def2-TZVPD" e_tot_ev=-88833.6797 e_homo_ev="-3.536 / -4.723" total_charge=-1 spin_multiplicity=3 largest_force_ev_per_a=4.95 relative_energy_kj_mol=307.7 gap_ev="4.645 / 6.120"
Ti -0.417300 1.138343 -0.789445 -1.7 0.4 -0.1 1.33
O 3.513678 -5.464703 0.196438 0.2 -1.3 0.3 -0.38
N 3.586381 -4.274180 0.249329 -0.5 3.6 -0.5 0.52
O 4.628560 -3.598969 0.509754 -1.9 -2.1 -0.2 -0.45
C 2.322084 -3.444271 -0.078625 -0.2 -3.9 2.4 0.00
C 1.032567 -3.996857 0.315310 2.6 1.7 -0.2 -0.22
C -0.085103 -3.199226 0.398176 0.3 0.2 -1.1 -0.14
C -1.379709 -3.589313 0.750920 -1.6 -1.1 -0.3 -0.14
C -2.475887 -2.849375 0.508074 -0.7 3.1 0.0 -0.26
C -2.273419 -1.508580 -0.026219 2.9 -1.3 -1.5 0.07
N -1.039289 -1.080020 -0.451700 -1.2 -1.9 2.4 -0.50
C 0.027699 -1.931908 -0.135999 1.3 4.1 -1.8 0.20
C 1.376217 -1.354211 -0.499870 -2.8 1.9 -2.5 0.22
N 1.331502 -0.001834 -1.082610 2.8 -2.9 2.9 -0.67
C 2.605289 0.528600 -1.307693 -1.4 1.0 -0.9 0.03
C 3.777637 -0.185621 -1.379781 -0.9 -0.8 1.0 -0.27
C 3.767754 -1.540169 -0.849707 -1.5 3.3 -1.4 -0.21
C 2.537437 -2.158093 -0.486953 0.2 2.5 -0.2 -0.06
H 0.903244 -4.907786 0.773959 0.5 -2.3 0.6 0.22
H -1.706481 -4.565770 1.008656 0.9 -1.2 0.7 0.21
H -3.510038 -3.154566 0.792401 1.1 0.1 -0.4 0.22
H -3.059755 -0.890892 -0.341742 -1.1 0.8 0.0 0.22
H 2.614064 1.641479 -1.457900 -0.1 -1.2 -0.2 0.22
H 4.671626 0.374065 -1.734608 -0.5 -0.8 0.7 0.23
H 4.678458 -1.821556 -0.491063 2.0 -1.5 0.3 0.23
S 0.386724 3.323138 -0.203460 0.2 0.4 0.2 -0.31
C -0.795786 3.996689 0.950186 0.0 0.8 0.6 -0.16
C -0.521884 5.105076 1.814247 0.4 -1.8 -1.4 -0.21
C -1.368847 5.509526 2.802638 -1.0 -0.8 0.2 -0.25
C -2.604135 4.864322 2.993418 0.7 0.3 -0.7 -0.23
C -2.930545 3.878485 2.101018 -0.9 -1.3 0.1 -0.23
C -2.042605 3.438339 1.097845 -1.1 -1.0 -0.5 -0.15
S -2.565288 2.113925 0.015587 0.0 0.0 0.0 -0.36
H 0.457861 5.464461 1.651951 0.9 0.9 0.3 0.21
H -1.099780 6.209201 3.538102 0.6 1.1 0.6 0.20
H -3.261158 5.167432 3.791910 -0.1 -0.1 0.1 0.20
H -3.860835 3.286883 2.246859 0.6 0.6 -0.3 0.21
N -1.199063 1.199657 -8.468735 0.1 -0.1 1.5 -0.37
C -1.068778 1.152156 -7.313637 0.2 0.2 -0.8 0.31
C -0.884616 1.131451 -5.865878 -2.0 2.1 -0.6 -0.20
C -0.109947 0.208308 -5.249364 0.5 -0.1 1.5 -0.18
C -0.064629 0.235722 -3.827462 -0.7 0.0 -0.1 -0.22
C -0.886516 1.088476 -2.998713 2.1 -1.0 -0.7 -0.42
C -1.626389 2.023075 -3.731399 -1.4 0.8 2.1 -0.21
C -1.623627 2.089238 -5.089002 -0.4 -0.7 -1.7 -0.19
H 0.467892 -0.440465 -5.893025 0.2 -0.4 0.4 0.21
H 0.597350 -0.496536 -3.378134 -0.1 0.1 0.2 0.20
H -2.322817 2.686281 -3.116583 1.0 -0.7 -1.1 0.23
H -2.331459 2.770641 -5.581792 0.6 -0.2 0.0 0.21
C 0.704300 -2.527216 4.323015 2.0 -0.4 -0.9 -0.64
C 0.399288 -1.369509 3.487785 -0.8 0.0 -1.7 0.04
C -0.946251 -1.140256 3.056055 1.4 1.1 0.1 -0.24
C -1.188295 -0.048365 2.258164 -2.2 0.4 -0.3 0.05
N -0.250399 0.753459 1.750111 0.3 -0.8 0.2 -0.50
C 0.995257 0.465326 2.081640 2.1 0.2 -0.5 0.09
C 1.433172 -0.640016 2.895646 -2.3 2.1 -0.3 -0.28
H 1.771265 -2.565341 4.477464 0.5 0.0 0.2 0.21
H 0.493897 -3.442440 3.822247 -0.6 -0.8 -0.5 0.23
H 0.290754 -2.548118 5.264900 -1.4 0.1 2.1 0.22
H -1.798675 -1.756738 3.269599 0.1 -0.3 0.6 0.21
H -2.250079 0.242118 1.950739 1.5 -0.5 0.4 0.24
H 1.700589 1.190793 1.570067 -0.4 -1.1 0.9 0.23
H 2.476825 -0.783752 3.116883 0.1 -0.1 0.0 0.23



3.
70
Properties=species:S:1:pos:R:3:forces:R:3:nbo_charge:R:1 method="wB97M-V/def2-TZVPD" e_tot_ev=-206730.1798 e_homo_ev=-5.660 total_charge=-1 largest_force_ev_per_a=1.40 relative_energy_kj_mol=0.0 gap_ev=7.387
Ir 0.435376 -1.462583 0.132740 0.3 -0.1 -0.9 1.11
F -3.706628 4.522878 2.278639 0.0 0.0 0.0 -0.29
C -2.913934 3.674347 1.618597 0.1 -0.1 -0.1 0.26
C -1.912571 4.146099 0.789000 -0.1 -0.2 0.1 0.25
F -1.744680 5.462945 0.635256 0.0 0.0 0.0 -0.29
C -1.101567 3.249621 0.111414 0.0 0.1 0.0 0.39
F -0.220157 3.839442 -0.714221 0.1 -0.3 -0.1 -0.31
C -1.208845 1.865322 0.246233 0.3 0.0 -0.5 -0.40
P -0.095475 0.572443 -0.724445 -0.5 0.8 1.0 1.25
C 1.441971 1.547493 -0.576775 -0.1 0.0 -0.2 -0.37
C 1.727827 2.086034 0.675328 0.0 0.0 0.0 -0.19
C 2.940879 2.704655 0.918054 0.0 0.0 0.0 -0.20
C 3.888398 2.797248 -0.092406 0.0 0.0 0.0 -0.20
C 3.613657 2.254732 -1.336621 0.0 0.0 0.0 -0.22
C 2.402127 1.620827 -1.572707 0.0 0.0 -0.1 -0.11
C -1.118792 0.778149 -2.211941 0.2 -0.1 -0.1 -0.34
C -0.884981 1.781874 -3.147489 -0.1 0.0 0.1 -0.21
C -1.703745 1.892077 -4.261759 0.0 0.0 0.0 -0.21
C -2.753919 1.003535 -4.448096 0.0 0.0 0.0 -0.24
C -2.980002 -0.001708 -3.518427 0.0 0.0 0.0 -0.15
C -2.163895 -0.121602 -2.402611 0.0 -0.1 0.0 -0.23
C -2.263708 1.437692 1.031610 -0.4 -0.4 0.3 -0.16
Br -2.720546 -0.400941 1.122952 -0.9 1.1 0.3 0.12
C -3.094815 2.308007 1.722246 -0.1 0.1 0.1 0.35
F -4.100129 1.868188 2.491161 0.1 0.0 -0.1 -0.31
H 1.003949 2.007512 1.479168 0.0 0.0 0.0 0.21
H 3.151536 3.103923 1.902557 0.0 0.0 0.0 0.20
H 4.842728 3.272062 0.097577 0.0 0.0 0.0 0.21
H 4.355615 2.292319 -2.123800 0.0 0.0 0.0 0.21
H 2.222603 1.153880 -2.527231 0.0 0.0 0.0 0.21
H -0.060507 2.465118 -3.017829 0.1 0.1 0.1 0.23
H -1.513196 2.669731 -4.991100 0.0 0.0 0.0 0.21
H -3.389982 1.090149 -5.320254 0.0 0.0 0.0 0.21
H -3.788658 -0.706901 -3.664152 0.0 0.0 0.0 0.20
H -2.317157 -0.930078 -1.695308 0.0 0.1 -0.1 0.26
O -2.783130 -3.873791 0.452525 -0.1 0.0 0.0 -0.64
C -1.829828 -3.121417 0.548305 0.2 -0.2 -0.1 0.74
O -1.276721 -2.465506 -0.411361 0.1 -0.1 -0.1 -0.69
C -1.261604 -2.825361 1.924637 0.2 -0.1 0.1 0.13
C -1.869667 -3.394447 3.056250 0.0 0.0 0.0 -0.22
C -1.470695 -2.987080 4.289379 0.0 0.0 0.0 -0.13
C -0.486101 -1.979687 4.401464 0.0 0.0 0.0 -0.11
C -0.093461 -1.458690 5.657071 0.0 0.0 0.0 -0.18
C 0.824850 -0.453867 5.734499 0.0 0.0 0.0 -0.21
C 1.393725 0.068140 4.554015 0.0 0.0 0.0 -0.20
C 1.050404 -0.423181 3.326902 0.0 0.0 0.0 -0.21
C 0.100766 -1.462646 3.225452 0.0 -0.1 -0.1 0.24
N -0.284988 -1.939181 1.993071 0.3 -0.3 0.1 -0.41
H -2.648173 -4.122755 2.883794 0.0 0.0 0.0 0.25
H -1.910351 -3.398747 5.190232 0.0 0.0 0.0 0.21
H -0.547174 -1.870487 6.550654 0.0 0.0 0.0 0.21
H 1.118712 -0.055919 6.697278 0.0 0.0 0.0 0.21
H 2.124622 0.864214 4.617810 0.0 0.0 0.0 0.21
H 1.519662 -0.056327 2.427696 0.0 0.0 0.0 0.28
C 0.211713 -2.839590 -2.994345 0.0 0.0 0.0 -0.63
C 1.177896 -1.674008 -2.893017 -0.1 0.0 0.2 0.11
C 1.121073 -0.838441 -4.161245 0.0 0.0 0.0 -0.62
O 0.940459 -0.836022 -1.740414 0.4 -0.2 -0.3 -0.83
H 0.516796 -3.474573 -3.830939 0.0 0.0 0.0 0.20
H -0.807954 -2.493818 -3.175425 0.0 0.0 0.0 0.20
H 0.224842 -3.439094 -2.090407 0.0 0.0 0.0 0.24
H 2.191017 -2.059038 -2.759301 0.0 0.0 0.0 0.21
H 0.107688 -0.485941 -4.360375 0.0 0.0 0.0 0.20
H 1.433215 -1.465091 -4.999782 0.0 0.0 0.0 0.21
H 1.793808 0.018557 -4.128134 0.0 0.0 0.0 0.20
O 2.321856 -0.908123 0.770816 0.1 0.1 -0.3 -1.03
Se 3.148289 -2.298510 0.207507 -0.1 0.0 0.1 2.74
O 4.002503 -2.987572 1.376932 0.0 0.1 0.0 -1.03
O 1.714394 -3.154858 -0.112265 -0.2 0.0 0.4 -1.05
O 3.962782 -1.951630 -1.134642 0.0 -0.1 0.0 -1.04



4.
69
Properties=species:S:1:pos:R:3:forces:R:3:nbo_charge:R:1 method="wB97M-V/def2-TZVPD" e_tot_ev=-165376.6303 e_homo_ev="-10.303 / -10.354" total_charge=+1 spin_multiplicity=4 largest_force_ev_per_a=3.10 gap_ev="5.363 / 4.980"
Mn 1.981356 -0.118771 -0.748606 0.4 1.3 -0.1 1.52
O 4.030404 2.776906 0.478993 0.0 0.7 -0.7 -0.95
S 2.666748 3.040183 0.889171 0.0 -1.6 0.6 2.30
O 2.164615 4.343457 1.226235 0.3 0.3 -0.9 -0.92
N 1.664608 2.175286 -0.169634 1.4 -1.7 2.1 -0.93
C 0.958569 2.832861 -1.134735 -0.1 1.6 -1.4 0.10
C 0.900626 4.230130 -1.304206 0.1 -0.7 0.0 -0.19
C 0.239747 4.815482 -2.415613 0.0 0.4 0.4 -0.19
C -0.395723 4.067419 -3.355697 -0.3 -0.4 -0.3 -0.21
C -0.290618 2.653800 -3.270457 -0.1 -0.4 -0.1 -0.09
C -0.785003 1.837920 -4.320501 1.3 -0.4 0.2 -0.08
C -0.448523 0.490976 -4.359141 0.1 -0.1 -0.1 -0.27
C 0.316512 -0.020195 -3.295690 -0.8 0.0 1.0 0.09
N 0.589089 0.678923 -2.167409 1.4 -1.4 -1.2 -0.52
C 0.413853 2.033467 -2.191957 -0.8 0.4 0.2 0.20
C 2.734604 2.286748 2.505229 -0.8 -0.8 0.5 -0.31
C 3.153451 3.084345 3.581540 0.0 0.7 -1.3 -0.17
C 3.261465 2.544697 4.841579 0.1 0.4 0.6 -0.19
C 2.888293 1.224266 5.082791 0.5 0.2 -0.1 -0.21
C 2.492709 0.437765 4.033336 0.1 -0.9 -0.5 -0.16
C 2.439392 0.957971 2.735312 -0.8 0.0 0.4 -0.27
H 1.446337 4.822753 -0.563055 -0.6 0.0 -0.7 0.26
H 0.214341 5.898024 -2.537744 0.1 -0.2 0.3 0.23
H -0.966151 4.510521 -4.187887 0.5 -0.2 0.5 0.23
H -1.185345 2.371551 -5.166831 -0.6 -0.2 -0.1 0.23
H -0.682037 -0.219892 -5.186554 0.1 1.0 0.7 0.25
H 0.624625 -1.071506 -3.344813 0.0 0.5 0.3 0.21
H 3.364667 4.140463 3.351893 0.0 -0.6 0.4 0.25
H 3.633442 3.183868 5.648703 -0.2 -0.3 -0.2 0.23
H 2.963863 0.764298 6.049461 0.0 0.2 0.4 0.23
H 2.303676 -0.630192 4.223220 -0.2 0.6 -0.2 0.21
H 1.983287 0.366584 1.957733 0.2 -0.1 -0.1 0.20
Br -6.702273 0.341241 -2.081004 -0.1 -0.1 -0.3 0.15
C -6.182924 -1.201248 -1.178806 0.2 -1.3 0.4 -0.05
C -5.454778 -2.254843 -1.830620 -0.7 0.2 1.2 -0.24
C -4.895859 -3.265339 -1.083999 0.5 0.8 1.0 -0.18
C -4.885756 -3.118784 0.369593 -0.6 -0.5 -1.5 0.09
C -5.861400 -2.276721 0.946619 0.2 0.1 1.2 -0.16
C -6.542654 -1.341248 0.178244 -0.5 0.0 -0.3 -0.25
N -3.919502 -3.681106 1.148875 -0.5 0.7 -0.9 -0.17
N -2.993154 -4.280378 0.452786 1.9 0.6 2.2 -0.11
C -1.721526 -3.884228 0.725676 -1.7 -0.9 -0.7 0.11
C -0.737083 -4.748881 0.174195 0.2 -1.0 -0.7 -0.09
C 0.477749 -4.328105 -0.236981 1.1 -0.5 -0.3 -0.29
C 0.822232 -2.931449 -0.172661 0.9 0.5 -1.3 0.47
O 1.833816 -2.421179 -0.761263 -1.6 0.2 1.1 -0.60
C -0.129638 -2.068015 0.527550 0.2 1.5 0.9 0.18
N 0.282350 -0.745637 0.591353 -2.0 0.2 0.3 -0.52
C -0.559131 0.127081 1.220150 0.6 -1.3 0.5 0.09
C -1.655489 -0.319326 2.022135 0.8 0.0 -0.8 -0.22
C -2.012779 -1.665070 1.985703 -0.2 0.5 0.1 -0.11
C -1.312876 -2.556694 1.145544 0.7 1.0 -0.4 -0.10
H -5.447368 -2.318444 -2.892174 0.2 0.2 -0.7 0.24
H -4.335789 -4.098766 -1.523435 -0.3 0.5 0.0 0.25
H -5.944940 -2.329772 2.059557 -0.2 0.2 -1.1 0.24
H -7.412065 -0.755922 0.554598 1.2 -0.2 0.0 0.25
H -1.078683 -5.796592 0.045928 0.5 0.8 -0.1 0.26
H 1.226794 -5.003959 -0.686287 -0.6 0.4 0.3 0.26
H -0.263993 1.176340 1.198077 0.0 -0.2 -0.1 0.25
H -2.182096 0.420671 2.641185 0.2 -0.5 -0.4 0.26
H -2.833563 -2.029299 2.607697 0.3 0.1 -0.4 0.26
N 3.911757 -0.200646 0.413120 -1.2 0.9 -0.5 -0.67
N 4.733756 -0.923303 -0.474335 0.9 0.3 -0.6 -0.51
C 4.526564 -0.530230 -1.841899 2.5 -0.3 -1.1 0.86
O 5.464880 -0.565856 -2.647155 -2.5 0.0 1.9 -0.58
O 3.283467 -0.175649 -2.136570 -0.8 0.1 1.3 -0.71
H 4.238429 0.792154 0.549109 -0.4 -0.9 -0.1 0.43
H 3.850994 -0.655281 1.316265 0.1 -0.2 -0.1 0.40
H 5.735651 -0.895625 -0.211438 -0.9 0.0 -0.5 0.40